1.
Entry from the Open Molecules 2025 dataset: an isolated ion of composition C23H27N2O2 and charge +1 in a non-equilibrium geometry (ωB97M-V/def2-TZVPD).

Output
SMILES string ... c1cc2c(cc1C(c1ccc3c(c1)CCO3)[N+]13CCN(CC1)CC3)CCO2
Orbital gap ... 8.59 eV
Net charge ... +1
Strongest force on any atom ... 2.71 eV/Å
Relative energy (zero: lowest compared OMol25 entry of this formula, charge and spin) ... 65.1 kcal/mol
Energy ... -1152.3072 Ha
Highest occupied orbital energy ... -10.947 eV

Last column: Mulliken charge in e.
CARTESIAN COORDINATES (ANGSTROEM)
C 0.986 1.274 -2.088  -0.54
C 0.949 1.793 -3.385  -1.42
C -0.277 2.246 -3.864  0.14
C -1.368 2.293 -2.968  0.92
C -1.348 1.712 -1.690  -1.35
C -0.157 1.065 -1.248  0.35
C -0.143 0.471 0.157  1.23
C 1.234 0.310 0.729  0.10
C 2.324 -0.287 0.040  -0.80
C 3.538 -0.577 0.661  -1.68
C 3.717 -0.179 1.987  -0.03
C 2.695 0.551 2.632  0.93
C 1.460 0.812 2.037  -0.61
C 3.050 0.746 4.061  -0.68
C 4.387 -0.034 4.179  -0.35
O 4.710 -0.591 2.832  -0.49
N -0.992 -0.861 0.533  0.16
C -2.264 -0.698 1.434  -0.42
C -2.989 -2.026 1.596  -0.79
N -2.278 -3.084 0.857  -0.21
C -2.178 -2.734 -0.578  -0.90
C -1.446 -1.428 -0.782  -0.37
C -0.911 -3.226 1.381  -0.99
C -0.149 -1.933 1.216  -0.29
C -2.515 2.901 -3.711  -0.63
C -2.004 2.960 -5.178  -0.36
O -0.570 2.536 -5.165  -0.49
H 2.023 1.147 -1.712  0.69
H 1.842 1.845 -4.025  0.44
H -2.217 1.908 -1.060  0.45
H -0.814 1.091 0.860  0.54
H 2.254 -0.484 -1.041  0.68
H 4.296 -1.155 0.148  0.42
H 0.775 1.448 2.586  0.38
H 3.184 1.829 4.281  0.27
H 2.298 0.332 4.766  0.29
H 4.309 -0.867 4.914  0.30
H 5.196 0.659 4.506  0.26
H -2.949 0.045 0.989  0.38
H -1.961 -0.322 2.422  0.53
H -2.995 -2.330 2.655  0.30
H -4.008 -1.974 1.189  0.34
H -1.592 -3.554 -1.012  0.32
H -3.196 -2.693 -0.972  0.35
H -0.551 -1.589 -1.401  0.51
H -2.061 -0.687 -1.322  0.42
H -0.986 -3.505 2.436  0.31
H -0.457 -4.013 0.768  0.35
H 0.743 -2.100 0.600  0.38
H 0.219 -1.554 2.182  0.50
H -2.706 3.933 -3.343  0.24
H -3.449 2.304 -3.661  0.32
H -2.589 2.280 -5.840  0.29
H -2.070 3.993 -5.587  0.27

=====

2.
Entry from the Open Molecules 2025 dataset: a single C23H27N2O5P molecule in a non-equilibrium geometry (ωB97M-V/def2-TZVPD).

Output
SMILES string ... CCOP(=O)(OCC)c1nc(/C=C/c2ccccc2)oc1NCc1ccc(OC)cc1
Orbital gap ... 7.52 eV
Strongest force on any atom ... 1.44 eV/Å
Relative energy (zero: lowest compared OMol25 entry of this formula, charge and spin) ... 0.0 kcal/mol
Energy ... -1719.7826 Ha
Highest occupied orbital energy ... -7.530 eV

Last column: Mulliken charge in e.
CARTESIAN COORDINATES (ANGSTROEM)
C -4.801 -3.006 1.420  -0.93
C -4.348 -3.117 -0.025  -0.25
O -4.536 -1.912 -0.750  -0.46
P -3.915 -0.518 -0.242  1.02
O -4.662 0.209 0.789  -0.91
O -3.909 0.311 -1.595  -0.44
C -3.133 -0.098 -2.719  -0.34
C -1.975 0.865 -2.928  -0.90
C -2.220 -0.821 0.241  0.25
N -1.254 -1.524 -0.419  -0.54
C -0.141 -1.282 0.212  -0.06
C 1.154 -1.762 -0.136  -0.63
C 2.271 -1.371 0.503  0.06
C 3.626 -1.785 0.213  0.98
C 4.676 -1.209 0.936  -0.55
C 5.987 -1.570 0.699  -0.55
C 6.283 -2.519 -0.266  -0.47
C 5.255 -3.101 -0.991  -0.62
C 3.943 -2.741 -0.757  -0.37
O -0.312 -0.440 1.285  -0.37
C -1.623 -0.151 1.290  0.28
N -2.168 0.634 2.243  -0.11
C -1.343 1.688 2.819  -1.17
C -0.526 2.373 1.751  0.24
C -1.154 2.873 0.612  -0.01
C -0.414 3.406 -0.420  -0.79
C 0.980 3.450 -0.345  0.95
O 1.615 3.983 -1.424  -0.47
C 3.020 4.048 -1.413  -0.87
C 1.611 2.959 0.791  -0.53
C 0.856 2.423 1.822  -0.68
H -4.184 -2.279 1.945  0.20
H -4.719 -3.972 1.912  0.40
H -5.833 -2.666 1.459  0.30
H -3.290 -3.400 -0.069  0.24
H -4.940 -3.864 -0.563  0.35
H -2.758 -1.114 -2.566  0.30
H -3.805 -0.087 -3.581  0.40
H -1.428 0.593 -3.827  0.43
H -2.350 1.880 -3.031  0.27
H -1.297 0.830 -2.079  0.05
H 1.162 -2.446 -0.970  0.35
H 2.163 -0.665 1.316  0.35
H 4.451 -0.469 1.691  0.35
H 6.783 -1.112 1.269  0.38
H 7.308 -2.804 -0.451  0.38
H 5.481 -3.844 -1.742  0.37
H 3.155 -3.209 -1.328  0.31
H -3.138 0.848 2.033  0.46
H -0.676 1.241 3.564  0.31
H -2.009 2.390 3.324  0.47
H -2.231 2.830 0.528  0.37
H -0.892 3.791 -1.307  0.49
H 3.301 4.501 -2.363  0.25
H 3.469 3.052 -1.342  0.34
H 3.387 4.673 -0.593  0.34
H 2.686 2.974 0.883  0.43
H 1.359 2.031 2.694  0.33

=====

3.
Entry from the Open Molecules 2025 dataset: a single C23H27N3O3S molecule in a non-equilibrium geometry (ωB97M-V/def2-TZVPD).

Output
SMILES string ... Cc1cc(C)c2cc(CN(Cc3ccco3)C(=S)NC[C@@H]3CCCO3)c(=O)[nH]c2c1
Orbital gap ... 7.78 eV
Strongest force on any atom ... 1.04 eV/Å
Relative energy (zero: lowest compared OMol25 entry of this formula, charge and spin) ... 22.6 kcal/mol
Energy ... -1680.8499 Ha
Highest occupied orbital energy ... -7.682 eV

Last column: Mulliken charge in e.
CARTESIAN COORDINATES (ANGSTROEM)
C -5.782 -1.794 0.016  -1.58
C -4.288 -1.705 -0.005  0.78
C -3.550 -2.218 1.068  -0.87
C -2.175 -2.166 1.103  1.27
C -1.426 -2.717 2.278  -1.87
C -1.485 -1.578 0.022  0.60
C -0.065 -1.470 -0.045  -0.55
C 0.562 -0.852 -1.072  0.89
C 2.061 -0.683 -1.116  -1.78
N 2.533 0.132 -0.007  0.31
C 3.362 -0.527 0.983  -0.63
C 4.594 -1.094 0.364  0.45
C 5.028 -2.383 0.232  -0.69
C 6.265 -2.316 -0.454  -0.33
C 6.485 -0.996 -0.692  -0.56
O 5.482 -0.252 -0.202  -0.31
C 2.088 1.399 0.190  0.50
S 2.281 2.151 1.664  -0.51
N 1.531 2.043 -0.854  -0.12
C 0.711 3.214 -0.689  -1.55
C -0.785 2.866 -0.860  0.32
C -1.681 3.942 -0.240  -0.86
C -1.759 3.498 1.226  -0.58
C -1.392 2.003 1.179  -0.49
O -1.126 1.677 -0.176  0.01
C -0.209 -0.243 -2.145  -0.16
O 0.277 0.426 -3.051  -0.77
N -1.557 -0.463 -2.090  0.11
C -2.225 -1.051 -1.053  0.04
C -3.618 -1.124 -1.060  -1.04
H -6.096 -2.835 0.076  0.36
H -6.215 -1.350 -0.876  0.35
H -6.179 -1.279 0.890  0.35
H -4.085 -2.665 1.894  0.40
H -0.829 -1.937 2.750  0.37
H -0.756 -3.518 1.968  0.37
H -2.117 -3.115 3.016  0.39
H 0.522 -1.886 0.759  0.52
H 2.552 -1.655 -1.029  0.72
H 2.349 -0.247 -2.080  0.28
H 2.811 -1.333 1.481  0.15
H 3.624 0.231 1.729  0.47
H 4.536 -3.266 0.586  0.49
H 6.895 -3.137 -0.729  0.43
H 7.286 -0.479 -1.182  0.45
H 1.371 1.543 -1.720  0.27
H 0.900 3.609 0.311  0.54
H 0.992 3.965 -1.434  0.26
H -0.991 2.683 -1.919  0.40
H -2.668 3.911 -0.703  0.31
H -1.265 4.939 -0.359  0.35
H -1.039 4.042 1.836  0.29
H -2.751 3.655 1.644  0.36
H -2.207 1.350 1.506  0.39
H -0.507 1.796 1.792  0.13
H -2.104 -0.028 -2.824  0.26
H -4.166 -0.712 -1.896  0.33